Molecular formula: C5H5BrN2PS
Method: DFT, the ωB97M-V functional and the def2-TZVPD basis

Calculated values
Energy relative to the best compared isomer or geometry (same formula, charge and spin)   207.1 kJ/mol
Kohn-Sham gap (spin up / spin down)   7.90 / 7.90 eV
HOMO energy (spin up / spin down)   -0.4857 / -0.4857 Ha
F_max   4.96 eV/Å
E_tot   -98403.570 eV
Total charge   +1

```
15
Properties=species:S:1:pos:R:3:forces:R:3:mulliken_charge:R:1
C 1.38808 1.22229 0.76537 0.1 -0.3 0.0 -0.822
C 0.92525 2.48766 0.61276 -0.5 0.0 -0.2 -0.403
C 0.50258 0.25754 0.22189 -1.0 2.1 -0.4 0.412
C -0.63395 0.83349 -0.33231 0.2 -0.4 0.0 0.406
C 0.15734 -2.03172 -0.29953 -3.0 1.8 -2.9 0.026
N 0.74787 -1.10466 0.32696 0.4 -1.2 0.1 0.041
N -1.21322 -1.28327 -1.69438 3.8 -2.2 2.2 -0.434
P -2.04097 -0.03009 -1.10847 -0.9 1.2 1.0 0.137
S -0.59981 2.53611 -0.17362 0.4 -0.6 0.1 -0.041
Br -3.06437 -0.70621 0.79520 0.2 0.1 -0.3 -0.132
H 2.32936 0.97731 1.22581 0.2 0.0 0.1 0.339
H 1.39280 3.40015 0.92478 0.1 0.2 0.1 0.454
H 0.26225 -3.09675 -0.22658 0.3 -0.3 0.2 0.386
H 1.49688 -1.33218 0.99482 -0.2 -0.2 -0.2 0.311
H -1.65010 -2.12966 -2.03268 -0.2 -0.1 0.1 0.319
```
Forces are in eV/Å.